{
  "formula": "C3H6Cl2N3S",
  "method": "ωB97M-V/def2-TZVPD",
  "symbols": ["C", "C", "C", "N", "N", "N", "S", "Cl", "Cl", "H", "H", "H", "H", "H", "H"],
  "positions_angstrom": [[-0.394061, -0.367144, -1.914068], [0.668371, 0.113418, 0.752947], [-0.555608, -0.303110, 1.557059], [0.342568, -1.371547, -1.429791], [-0.475351, 0.719241, -1.307772], [1.328592, 1.231235, 1.189833], [1.549364, -0.922140, -0.302533], [-1.428731, -1.710553, 0.890667], [-1.744422, 1.021220, 1.703725], [-0.800072, -0.638714, -2.927063], [-0.270347, -0.438830, 2.509655], [-0.123321, -2.282789, -1.346445], [-0.973153, 1.445649, -1.666472], [0.782456, 1.936034, 1.627059], [2.093713, 1.568030, 0.663198]],
  "forces_ev_per_angstrom": [[-2.5413, 1.5935, -2.9294], [0.4195, 0.1824, 0.5486], [-0.8059, 0.6230, -3.5605], [2.3829, -0.9762, 1.8406], [1.7646, -1.6671, 1.1886], [-0.4970, -0.7910, -0.0318], [-1.2506, -1.7013, 0.5030], [0.4139, 0.0308, 0.5711], [0.1836, 0.3576, -0.2006], [-0.2170, 0.4137, 0.8901], [0.8462, -1.1964, 3.4219], [0.9362, -0.1447, -0.4459], [-1.9284, 2.2567, -1.6838], [-0.5064, 0.6394, 0.4280], [0.7998, 0.3796, -0.5400]],
  "homo_lumo_gap_ev": [7.5, 6.1],
  "molar_mass_g_mol": 187.075,
  "e_above_lowest_ev": 0.000,
  "charge": 1,
  "homo_ev": [-11.26, -14.62],
  "lumo_ha": [-0.139, -0.313],
  "energy_ha": -1600.3317,
  "spin_multiplicity": 3
}